(1)
18
Properties=species:S:1:pos:R:3 method="wB97M-V/def2-TZVPD" e_above_lowest_kcal_mol=0.0 fmax_ha_per_bohr=0.005 total_energy_ev=-10818.375 homo_lumo_gap_ev=10.3 total_charge=0 lumo_ev=0.716
C -1.566 -0.565 0.172
N -0.173 -0.418 0.581
C 0.672 0.349 -0.211
N 1.938 0.455 0.315
N 0.242 0.852 -1.307
H -2.083 -1.137 0.940
H -2.024 0.419 0.082
H -1.681 -1.054 -0.791
H 0.250 -1.271 0.926
H 2.008 0.505 1.323
H 2.553 1.079 -0.177
H 0.903 1.524 -1.687
H -0.047 1.193 3.713
H 0.007 0.446 2.354
O 0.553 0.739 3.109
H -0.410 -0.471 -2.562
H -0.267 -1.465 -3.733
O -0.877 -1.180 -3.047

(2)
18
Properties=species:S:1:pos:R:3 method="wB97M-V/def2-TZVPD" e_above_lowest_kcal_mol=167.3 fmax_ha_per_bohr=0.011 total_energy_ev=-10811.121 homo_lumo_gap_ev=9.1 total_charge=0 lumo_ev=0.325
C 0.443 0.000 0.716
C -0.524 1.189 0.743
N -0.294 2.121 1.841
O 1.787 0.320 0.470
H 1.856 0.745 -0.396
H -0.482 1.688 2.739
H 0.672 2.431 1.850
H 0.427 -0.498 1.682
H 0.126 -0.337 -0.658
H -0.456 1.736 -0.201
H -1.544 0.805 0.799
N -0.014 -0.672 -1.804
N 0.104 -1.977 -1.752
O -1.404 -0.351 -1.958
H -1.804 -1.197 -2.217
H 0.053 -1.603 0.329
H -0.049 -2.212 -0.361
H 1.102 -2.188 -1.821

(3)
18
Properties=species:S:1:pos:R:3 method="wB97M-V/def2-TZVPD" e_above_lowest_kcal_mol=30.0 fmax_ha_per_bohr=0.063 total_energy_ev=-10817.072 homo_lumo_gap_ev=9.5 total_charge=0 lumo_ev=0.577
C -0.569 0.649 2.172
N -0.766 -0.031 0.936
C -0.206 0.421 -0.288
N 0.926 1.206 -0.235
N -0.945 0.119 -1.285
H -0.639 1.764 2.207
H -1.347 0.445 2.911
H 0.457 0.454 2.527
H -1.713 -0.345 0.813
H 1.016 1.742 0.621
H 1.840 0.774 -0.293
H -0.477 0.360 -2.160
H -2.412 -4.801 0.426
H -1.961 -3.804 -0.645
O -2.329 -4.699 -0.516
H 3.905 2.887 -1.522
H 2.741 1.988 -1.280
O 3.381 2.535 -0.795

(4)
18
Properties=species:S:1:pos:R:3 method="wB97M-V/def2-TZVPD" e_above_lowest_kcal_mol=68.7 fmax_ha_per_bohr=0.149 total_energy_ev=-10251.989 homo_lumo_gap_ev=11.0 total_charge=+1 lumo_ev=-3.063
C -0.633 1.228 -1.162
C -0.098 -0.074 -0.701
N -0.557 -1.168 -1.271
N 1.532 1.092 0.706
N 1.003 -0.056 0.079
N 1.422 -1.217 0.393
O -1.433 -0.491 1.470
H -1.631 1.448 -0.711
H -0.925 1.150 -2.181
H 0.182 1.955 -0.902
H -1.586 -1.191 -1.498
H -0.271 -2.100 -0.941
H 2.063 1.774 0.072
H 0.662 1.585 0.964
H 2.479 -1.335 0.430
H -2.362 -0.295 1.697
H 1.175 -1.620 1.220
H -1.024 -0.685 2.335

(5)
19
Properties=species:S:1:pos:R:3 method="wB97M-V/def2-TZVPD" e_above_lowest_kcal_mol=48.1 fmax_ha_per_bohr=0.029 total_energy_ev=-11746.014 homo_lumo_gap_ev=9.7 total_charge=0 lumo_ev=1.008
C -0.508 1.084 -1.707
C -1.232 -1.103 -0.246
N -0.955 0.320 -0.065
O 0.572 0.587 -2.089
H 1.468 1.208 -0.307
H -1.787 0.802 0.272
H -0.533 2.127 -1.335
H -1.454 0.813 -2.213
H -2.162 -1.212 -0.802
H -1.336 -1.612 0.713
H -0.416 -1.543 -0.816
N -0.097 -0.066 2.144
N 1.830 -0.717 0.201
N 0.110 0.695 0.995
N 1.408 0.615 0.533
H 0.506 -0.888 2.157
H 0.060 0.523 2.953
H 2.820 -0.779 0.414
H 1.705 -0.853 -0.803

(6)
18
Properties=species:S:1:pos:R:3 method="wB97M-V/def2-TZVPD" fmax_ha_per_bohr=0.033 total_energy_ev=-20218.721 homo_lumo_gap_ev=7.5 total_charge=-1 lumo_ev=2.825
C -1.578 -1.499 -1.463
S 0.194 -1.258 -1.166
O 0.732 -2.628 -1.067
O 0.632 -0.468 -2.338
Nb 0.634 -0.095 1.231
C 0.035 1.961 0.949
N 0.757 2.045 -0.290
H -2.138 -0.774 -0.867
H -1.758 -1.334 -2.526
H -1.833 -2.509 -1.141
H -1.170 -0.226 1.676
H 0.534 -1.545 2.273
H 2.432 -0.132 0.639
H 1.268 0.454 2.826
H 0.450 2.589 1.746
H -1.014 2.249 0.906
H 1.614 1.471 -0.312
H 0.210 1.699 -1.076

(7)
16
Properties=species:S:1:pos:R:3 method="wB97M-V/def2-TZVPD" e_above_lowest_kcal_mol=23.5 smiles=CNC.O.O fmax_ha_per_bohr=0.033 total_energy_ev=-7836.907 homo_lumo_gap_ev=10.7 total_charge=0 lumo_ev=0.756
H 0.285 -0.398 0.168
O 1.195 -0.624 0.652
N -0.948 -0.322 -0.612
H 1.242 -0.763 1.597
H -0.734 -0.663 -1.529
C -1.724 0.887 -0.602
H -2.787 0.824 -0.853
H -1.610 1.501 0.299
H -1.320 1.511 -1.365
C -1.612 -1.463 0.057
H -1.627 -1.281 1.137
H -2.667 -1.478 -0.216
H -1.106 -2.368 -0.232
O 2.770 1.452 0.153
H 2.055 0.781 0.295
H 3.040 1.678 1.047

(8)
17
Properties=species:S:1:pos:R:3 method="wB97M-V/def2-TZVPD" e_above_lowest_kcal_mol=13.6 smiles="C=CN.O.O.O" fmax_ha_per_bohr=0.025 total_energy_ev=-9884.611 homo_lumo_gap_ev=9.3 total_charge=0 lumo_ev=0.661
C 0.293 1.892 0.539
C -0.871 1.396 0.938
N -1.327 0.102 0.669
H 1.039 1.320 0.022
H 0.616 2.869 0.894
H -1.570 2.032 1.477
H -0.547 -0.490 0.436
H -1.985 -0.215 1.356
H -0.856 0.860 -2.763
H -0.231 1.724 -1.621
O -0.032 1.202 -2.409
H 1.362 -0.598 -1.554
H 0.964 -1.905 -0.916
O 1.525 -1.134 -0.761
H 1.001 -2.153 1.307
H -0.251 -2.361 2.117
O 0.237 -2.744 1.379